[1]
This record from the OMol25 dataset describes C8H8F12O4Si as an isolated structure at a distorted geometry. The level of theory is the ωB97M-V functional and the def2-TZVPD basis.

```
33
Properties=species:S:1:pos:R:3:forces:R:3
F -4.302861 -0.951867 -0.710370 0.1372 0.3794 0.2631
F -3.307751 0.221126 0.832322 -0.3106 1.4158 0.4655
F -3.985194 -1.762720 1.236766 -0.0447 -0.3228 0.9003
F -0.947378 3.989367 2.360600 1.4402 -0.1477 0.9196
F 0.655483 3.196925 1.063405 0.9081 1.3098 1.4303
F 0.260734 2.217158 3.026120 0.7185 0.7421 0.3471
F 1.301249 -3.866028 -2.210935 0.4493 0.2043 0.0394
F 0.219967 -3.183164 -0.478708 -0.4485 -0.8232 0.9597
F -0.632166 -2.988120 -2.459606 0.0054 0.1857 0.1183
F 3.321086 0.529974 -1.480643 0.7226 0.6299 1.2809
F 4.163248 -0.105088 0.470042 -0.2472 1.0636 -0.7852
F 4.212905 2.034049 -0.084082 0.2213 -0.3094 -0.3844
O -1.136437 -1.086128 0.675776 2.5103 1.2200 0.0804
O -0.744277 1.470397 0.053523 0.8354 -1.1694 -0.7506
O 0.077714 -0.486323 -1.688617 0.2937 -0.4143 1.2819
O 1.427959 -0.083450 0.425567 1.0185 0.1128 1.7984
C -3.413526 -0.974358 0.336963 -1.8799 -1.2717 -1.7201
C -0.243354 2.880975 2.003918 -3.5080 -0.6469 -3.0228
C 0.502207 -2.907157 -1.740931 0.2533 0.8980 -0.4110
C 3.498452 0.918481 -0.158978 0.1600 -1.6136 -0.0494
C -2.138738 -1.501118 -0.180437 0.1545 -0.8616 -0.3085
C -1.282713 2.034518 1.217362 -0.7146 -0.9230 0.5710
C 1.111717 -1.495191 -1.754870 0.4046 0.2688 -2.7458
C 2.156743 1.131260 0.444881 -1.1611 0.2903 0.2080
Si -0.078406 -0.055513 -0.098798 -2.3643 0.9649 0.0616
H -2.138127 -2.573505 -0.133987 -0.4658 -0.6219 -0.2402
H -2.000226 -1.209012 -1.224253 -0.1612 0.1214 0.1276
H -2.142690 2.645511 0.924991 0.4393 0.2183 0.0670
H -1.697063 1.249215 1.862326 0.3137 0.2488 0.1357
H 1.922682 -1.340133 -1.027110 -0.6868 -0.6825 -0.2612
H 1.558442 -1.302419 -2.740825 0.0036 -0.4780 0.1716
H 2.165621 1.543833 1.479361 0.5255 -0.3239 -0.9186
H 1.634700 1.808505 -0.240773 0.4776 0.3359 0.3706
```
Forces are in eV/Å.

## Properties
2S+1: 1
Charge: 0
HOMO level, hartree: -0.424



[2]
This record from the OMol25 dataset describes a 2-piece molecular cluster, C8H8F2 overall at a distorted geometry. The level of theory is the ωB97M-V functional and the def2-TZVPD basis.

```
18
Properties=species:S:1:pos:R:3:forces:R:3
F 1.110146 -0.425769 -1.998826 0.7495 -0.4478 -0.2851
C 0.973193 0.283548 -0.890353 -1.8498 0.9796 0.8410
C 1.842079 0.474584 0.093695 -0.3711 -0.3671 -0.3793
C 1.530449 1.300895 1.312404 0.9049 0.8727 -0.5742
C 0.065497 1.589810 1.460298 -0.8461 0.4975 2.5182
C -0.819143 1.404160 0.489175 3.4139 0.6256 0.9244
C -0.384179 0.980509 -0.858187 -1.0838 1.4304 -0.1879
F -1.521622 0.296714 -1.267983 -0.1418 -1.9696 -0.8514
H 2.802248 -0.001290 0.096858 0.4115 -0.1408 -0.3124
H 2.308465 2.170493 1.309605 -1.7956 -0.9044 0.0785
H 1.819468 0.736860 2.171270 0.3661 -0.5362 0.7413
H -0.379650 1.814927 2.545869 1.3349 -0.2007 -2.4927
H -1.793284 1.668307 0.697892 -2.1547 0.1151 -0.1422
H -0.482957 1.813090 -1.572168 1.0666 0.1759 0.1706
C -1.328332 -3.205890 -2.441975 0.6868 -0.4183 0.1027
C -2.058995 -2.259584 -2.443118 -0.6469 0.0553 0.2768
H -0.603561 -4.003633 -2.382039 -0.4605 0.4185 -0.1749
H -2.797936 -1.489704 -2.321301 0.4161 -0.1857 -0.2536
```
Forces are in eV/Å.

## Properties
SMILES: FC1=CCC=C[C@@H]1F.C#C
2S+1: 1
Charge: 0
HOMO level, hartree: -0.355



[3]
This record from the OMol25 dataset describes C8H8F3N2O2Se4Zn as an isolated structure at a distorted geometry. The level of theory is the ωB97M-V functional and the def2-TZVPD basis.

```
28
Properties=species:S:1:pos:R:3:forces:R:3
Zn -0.305417 0.014314 1.517288 -0.9329 -0.0823 0.2276
Se -1.743573 -2.056883 1.728462 0.3056 -0.2678 0.1063
Se -3.736235 -1.031236 1.215246 -0.5780 0.6295 0.2035
Se -3.646986 1.048846 2.398939 -0.0299 -0.7192 -0.1828
Se -1.828402 2.040766 1.358664 0.3993 -0.0579 -0.1118
N -0.084649 -0.049398 3.790182 -0.0685 -0.0391 0.0051
C 1.342482 -0.113214 4.109236 -0.2669 0.8251 -0.3047
C 2.235033 0.191799 2.828050 -0.9149 0.1859 0.4405
O 3.428863 0.349456 3.026052 -0.1210 -0.1171 -0.3738
O 1.595921 0.292168 1.692393 1.3973 -0.1758 1.0058
H -0.514074 0.840992 4.016783 -0.0642 -0.1971 0.0882
H -0.646680 -0.830316 4.129359 0.1965 0.4513 -0.0964
H 1.557772 -1.094040 4.502436 0.3348 -0.4327 -0.1458
H 1.598587 0.586376 4.936387 0.1139 -0.2589 -0.7349
F -0.923628 -0.505102 -5.472835 0.7746 0.7950 0.1527
C 0.127138 0.174465 -4.922386 0.0868 -0.2825 -0.3149
F 0.086246 1.469108 -5.399443 0.0645 -1.5232 0.5754
F 1.260972 -0.410565 -5.425105 -0.8195 0.7302 0.3094
C 0.081779 0.061301 -3.403268 0.2747 0.2405 0.2061
C 1.225185 0.310704 -2.603018 -0.4790 -0.1815 -0.9153
C 1.130707 0.133016 -1.246507 -2.0182 -0.6891 0.3245
N -0.057012 -0.283592 -0.691054 1.3448 1.0618 0.2007
C -1.145957 -0.446943 -1.430090 0.6417 -0.3357 0.6648
C -1.111028 -0.316879 -2.791563 0.6231 0.3311 -1.0751
H 2.187926 0.590685 -3.011306 -0.1657 0.0651 -0.2720
H 1.957770 0.309796 -0.568592 -0.1753 -0.1202 0.0943
H -2.067818 -0.743655 -0.939426 0.1966 0.0936 0.2433
H -2.004914 -0.531956 -3.344893 -0.1202 0.0709 -0.3206
```
Forces are in eV/Å.

## Properties
2S+1: 1
Charge: -1
HOMO level, hartree: -0.155



These records have energy values of -57108.13022; -13856.39329; -333463.20907 eV, in the order they appear.
These records have E_LUMO values of 0.621; 0.939; 2.304 eV, in the order they appear.